{
  "formula": "CH8NO",
  "method": "wB97M-V/def2-TZVPD",
  "species": ["N", "H", "H", "H", "H", "C", "O", "H", "H", "H", "H"],
  "positions_angstrom": [[1.2582, -0.1574, -1.4163], [1.7765, 0.6939, -1.6263], [0.6109, -0.3030, -2.1902], [0.6859, -0.1044, -0.4842], [1.9145, -0.9390, -1.4239], [-1.4435, 0.2605, 0.8135], [-0.0222, -0.0706, 0.8392], [-1.5443, 1.3164, 0.5861], [-1.8574, 0.0235, 1.7582], [-1.8978, -0.2950, -0.0057], [0.2417, -0.4070, 1.7028]],
  "lowdin_charge": [0.2803, 0.1483, 0.1456, 0.0799, 0.1497, -0.0477, -0.1429, 0.0912, 0.0846, 0.0909, 0.1200],
  "total_energy_ev": -4697.5891,
  "gap_ha": 0.4393,
  "charge": 1,
  "homo_ev": -15.74,
  "spin_multiplicity": 1,
  "e_lumo_ha": -0.13915
}

=====

{
  "formula": "C5H9NO",
  "method": "wB97M-V/def2-TZVPD",
  "species": ["C", "C", "N", "C", "C", "C", "O", "H", "H", "H", "H", "H", "H", "H", "H", "H"],
  "positions_angstrom": [[-2.2090, -0.3233, 0.1008], [-1.1592, 0.5843, 0.7079], [-0.0016, 0.1314, 1.4835], [0.2264, 0.8314, 0.2195], [1.0375, 0.0785, -0.8065], [2.3499, -0.4017, -0.3546], [1.2656, -1.3031, -0.5630], [-3.0957, 0.2792, -0.1286], [-2.5312, -1.0967, 0.8074], [-1.8862, -0.8078, -0.8239], [-1.6068, 1.4465, 1.2032], [0.1683, -0.8572, 1.2838], [0.5824, 1.8582, 0.3114], [0.9259, 0.3319, -1.8616], [3.1850, -0.4973, -1.0477], [2.6235, -0.2437, 0.6897]],
  "lowdin_charge": [-0.0492, -0.3149, 0.0620, -0.2395, -0.2550, -0.1064, -0.0541, 0.0730, 0.0779, 0.0752, 0.1256, 0.0929, 0.1362, 0.1449, 0.1114, 0.1200],
  "total_energy_ev": -8866.0879,
  "gap_ha": 0.3784,
  "charge": 0,
  "homo_ev": -9.16,
  "spin_multiplicity": 1,
  "e_lumo_ha": 0.04174
}

=====

{
  "formula": "C5H8N",
  "method": "wB97M-V/def2-TZVPD",
  "species": ["C", "C", "C", "C", "C", "N", "H", "H", "H", "H", "H", "H", "H", "H"],
  "positions_angstrom": [[1.1788, 0.0000, 0.0584], [2.1634, 0.8789, 0.0204], [0.6640, -1.3851, -0.1666], [-1.4952, 0.1523, 0.7764], [-0.1731, -0.2799, 0.3268], [-1.6392, 0.4455, -0.6517], [2.0048, 1.9192, 0.2592], [3.1659, 0.5883, -0.2503], [0.5721, -1.7347, -1.1886], [0.8916, -2.1965, 0.5172], [-2.1776, -0.6149, 1.1328], [-1.5261, 1.0412, 1.4049], [-2.1436, -0.1950, -1.2438], [-1.4858, 1.3807, -0.9951]],
  "lowdin_charge": [-0.1947, 0.1730, 0.0203, -0.0883, -0.0715, 0.1513, 0.0884, 0.0922, 0.1322, 0.1311, 0.1421, 0.1414, 0.1407, 0.1416],
  "total_energy_ev": -6794.3426,
  "gap_ha": 0.3484,
  "charge": 1,
  "homo_ev": -14.76,
  "spin_multiplicity": 1,
  "e_lumo_ha": -0.19421
}